Entry from the Open Molecules 2025 dataset: C40H48N5O6P2RbS as an isolated structure at a distorted geometry (ωB97M-V/def2-TZVPD).

Summary:
lowest unoccupied orbital energy	0.15	eV
relative energy (zero: lowest compared OMol25 entry of this formula, charge and spin)	136.7	kJ/mol
HOMO-LUMO gap	7.3	eV
molecular weight	874.34	Da

CARTESIAN COORDINATES (ANGSTROEM)
N: -2.67119 -5.52959 -7.08444
N: 0.51508 -3.69256 -1.14327
H: 1.03374 3.23240 4.50728
C: 0.99234 -4.72442 -0.48044
C: 1.95432 2.73489 -2.05706
H: -3.70224 -2.84696 0.78722
C: -1.23186 2.31718 3.74690
H: -1.14888 4.43652 3.99796
H: 2.91092 4.63730 -1.74505
H: -1.01180 2.11659 4.79724
H: -0.36810 -2.24087 3.29536
H: -2.58313 -6.52446 -6.96485
C: 2.10487 4.47751 -3.71982
C: -1.07763 4.03219 1.89776
H: 1.94886 -3.18000 2.32719
H: -5.73780 -2.97083 -0.67793
C: -2.08030 -3.20351 4.17750
H: -2.15705 4.16588 1.81820
C: 4.83286 4.57153 1.64037
P: -2.98698 -0.52373 1.96170
C: 4.42134 -1.02577 -2.06156
H: -5.23379 -0.75351 5.34103
C: -2.77142 -2.73454 -4.66891
H: -0.84052 -4.87860 -2.93941
C: 4.83607 2.98195 -0.60883
C: -1.70809 -5.27709 -4.87163
H: -2.31207 2.26528 3.60644
C: 5.97175 3.69098 -0.26768
Rb: -0.32867 0.26846 0.52734
C: -3.90785 -2.10693 0.01556
H: 1.22188 4.05309 -5.62673
N: 0.18872 -1.37163 -1.19394
H: -6.22422 -0.52461 3.08053
O: 0.26140 -1.53764 -3.72476
C: -5.39305 -2.02102 -0.26774
O: -3.40955 -0.80786 0.44092
P: 2.19813 2.05028 -0.36940
H: 0.86685 0.98327 -2.67707
H: -1.49494 -1.12393 4.09244
H: -3.13873 -3.00265 4.33694
H: 1.62442 5.50372 4.68496
H: 5.35737 -2.65953 -1.03494
C: -0.69898 3.68686 3.33701
N: 1.63659 3.16468 2.53085
O: -4.27515 -1.06402 2.83774
C: 3.13899 0.49553 -0.70080
H: 4.79009 -1.31784 -3.03674
H: 3.39053 0.67615 -2.83266
C: 0.60220 -2.47188 -0.56143
H: -4.05491 0.51278 4.97133
C: -2.48411 -4.77823 -5.91786
C: 2.53227 4.00858 2.21773
C: 1.21332 1.96982 -2.96043
H: -0.59209 4.95457 1.57286
N: 1.08073 -2.28375 0.70486
C: 3.67613 3.03485 0.16604
C: -3.01769 -3.49690 -5.79793
C: 2.37375 4.00707 -2.44166
C: -5.06864 0.16051 4.77038
C: -1.45682 -4.51190 -3.74751
O: -2.02526 -1.80910 2.19834
C: 0.95434 2.43660 -4.23892
H: 4.81707 5.19735 2.52118
C: 1.55507 -3.35120 1.32683
C: 1.40903 3.68934 -4.62436
H: 6.85705 5.04643 1.14518
H: 6.85590 3.62473 -0.88878
C: 1.56548 -4.62154 0.78182
S: -0.59615 -1.22669 -2.58826
H: 0.62432 5.94995 3.28364
C: 3.63095 0.10772 -1.94530
H: -0.76955 1.53655 3.13911
H: -3.35194 -2.36835 -0.88066
C: 3.68288 3.84531 1.30849
C: 3.44088 -0.27967 0.41603
C: 4.73584 -1.77813 -0.93983
H: -3.18575 -1.73871 -4.56692
H: -5.95227 -1.80975 0.64450
H: -5.14297 0.82451 2.71824
C: -1.98648 -3.23330 -3.63667
H: -1.59700 -3.38182 5.13904
H: -0.77987 3.23982 1.20755
H: 1.96658 -5.47352 1.31002
H: -5.77700 0.91989 5.10357
H: -3.62985 -3.10042 -6.60051
H: 2.44584 5.46367 -4.00947
C: -1.42286 -2.02894 3.47653
C: 0.81210 3.76978 3.57873
C: 4.24385 -1.40265 0.29988
H: 0.91193 -5.68966 -0.97666
H: 4.46865 -1.99901 1.17539
O: -1.77584 -2.48788 -2.49815
H: -3.48620 -5.28226 -7.62126
C: -5.23696 -0.10818 3.28597
H: 4.84311 2.37532 -1.50336
H: -1.98099 -4.09581 3.55936
C: 5.97242 4.48815 0.86794
O: 2.49726 5.22033 2.84263
C: 1.33608 5.21863 3.67448
H: -5.59488 -1.23374 -0.99483
H: 0.40168 1.81140 -4.92884
H: -1.29644 -6.27702 -4.95666
H: 3.05268 0.00822 1.38785

Atomic partial charges in e from the Mulliken method, atoms 1 to 99: atom 1 (N): -0.60, atom 2 (N): -0.36, atom 3 (H): 0.62, atom 4 (C): -0.09, atom 5 (C): 0.44, atom 6 (H): 0.17, atom 7 (C): -1.17, atom 8 (H): 0.27, atom 9 (H): 0.41, atom 10 (H): 0.43, atom 11 (H): 0.17, atom 12 (H): 0.23, atom 13 (C): -0.61, atom 14 (C): -1.18, atom 15 (H): 0.57, atom 16 (H): 0.40, atom 17 (C): -1.40, atom 18 (H): 0.48, atom 19 (C): -0.91, atom 20 (P): -0.13, atom 21 (C): -0.75, atom 22 (H): 0.31, atom 23 (C): -0.13, atom 24 (H): 0.28, atom 25 (C): -0.15, atom 26 (C): -0.75, atom 27 (H): 0.41, atom 28 (C): -0.83, atom 29 (Rb): 1.07, atom 30 (C): 0.69, atom 31 (H): 0.38, atom 32 (N): -0.41, atom 33 (H): 0.34, atom 34 (O): -0.66, atom 35 (C): -1.40, atom 36 (O): -0.18, atom 37 (P): 1.53, atom 38 (H): 0.10, atom 39 (H): 0.17, atom 40 (H): 0.25, atom 41 (H): 0.30, atom 42 (H): 0.40, atom 43 (C): 0.47, atom 44 (N): -0.26, atom 45 (O): -0.35, atom 46 (C): 1.25, atom 47 (H): 0.43, atom 48 (H): 0.45, atom 49 (C): 0.16, atom 50 (H): 0.20, atom 51 (C): 1.04, atom 52 (C): 0.08, atom 53 (C): -0.64, atom 54 (H): 0.44, atom 55 (N): 0.35, atom 56 (C): -0.24, atom 57 (C): -0.71, atom 58 (C): -0.48, atom 59 (C): -1.16, atom 60 (C): -0.11, atom 61 (O): 0.16, atom 62 (C): -0.52, atom 63 (H): 0.50, atom 64 (C): -0.38, atom 65 (C): -0.54, atom 66 (H): 0.39, atom 67 (H): 0.46, atom 68 (C): -1.18, atom 69 (S): -0.13, atom 70 (H): 0.38, atom 71 (C): -0.58, atom 72 (H): -0.15, atom 73 (H): -0.18, atom 74 (C): 0.51, atom 75 (C): -0.75, atom 76 (C): -0.63, atom 77 (H): 0.41, atom 78 (H): 0.25, atom 79 (H): 0.43, atom 80 (C): -0.68, atom 81 (H): 0.43, atom 82 (H): -0.06, atom 83 (H): 0.43, atom 84 (H): 0.41, atom 85 (H): 0.27, atom 86 (H): 0.42, atom 87 (C): 0.06, atom 88 (C): -0.20, atom 89 (C): -0.50, atom 90 (H): 0.44, atom 91 (H): 0.41, atom 92 (O): 0.23, atom 93 (H): 0.22, atom 94 (C): -0.38, atom 95 (H): 0.48, atom 96 (H): 0.31, atom 97 (C): -0.68, atom 98 (O): -0.46, atom 99 (C): -0.68



Entry from the Open Molecules 2025 dataset: C40H48N7S3SiTa as an isolated structure (ωB97M-V/def2-TZVPD).

Summary:
charge	+2
lowest unoccupied orbital energy	-6.75	eV
relative energy (zero: lowest compared OMol25 entry of this formula, charge and spin)	91.4	kJ/mol
HOMO-LUMO gap	6.2	eV
molecular weight	932.11	Da

CARTESIAN COORDINATES (ANGSTROEM)
C: 4.45780 1.19808 1.01817
N: 0.70270 -1.27172 0.72460
H: -1.65248 -4.09073 3.46365
C: -1.85543 2.99437 -3.14589
C: -2.56778 2.11460 -3.95086
H: 4.87549 -0.82441 1.77467
C: 4.20931 1.58291 -2.41171
H: -4.17115 2.21332 2.73213
H: 0.89955 -2.32215 -1.52092
H: 0.82697 3.07705 4.86177
H: 2.49842 -0.71050 -1.88300
H: -0.79245 -0.64172 2.90545
H: 1.87487 -5.18988 -1.09031
C: -4.88039 -2.29370 2.16568
Si: 1.66198 0.46752 -2.23105
H: 2.67912 -3.75552 -0.46133
H: 1.50581 -1.37234 3.59973
H: -3.88933 -3.82903 3.31467
C: 4.81066 3.87038 -2.83372
H: 0.79562 -2.64512 4.59560
H: 1.45783 3.50695 -2.85667
C: -3.37618 1.58833 3.14313
H: 4.51906 0.56209 -2.21598
H: -3.07731 0.04373 -4.23861
C: 2.84239 -0.33920 0.97897
C: 2.01249 -1.39753 1.10750
C: 0.79342 0.12373 -3.86067
C: 0.98093 3.19022 1.83662
C: -4.56848 -2.99725 3.47580
H: 2.31481 2.23985 4.31793
C: -2.54998 0.77047 -3.63786
H: 5.56583 4.63340 -2.96871
H: -1.50224 -1.83630 3.96548
N: 0.25065 2.78715 -0.21913
C: -0.06075 -3.49094 -0.00776
H: -0.93420 -0.53448 -7.28865
C: -0.06781 -2.48496 0.96195
H: -4.19709 1.47456 5.14886
C: -0.39958 3.34549 -1.17275
H: -4.12225 -2.33481 4.22084
H: -4.23315 -0.31739 3.47914
H: 0.08970 -3.77151 -2.10804
C: -1.15390 2.49392 -2.06663
C: -3.28788 -0.45639 1.72595
H: -0.72072 -2.36275 -5.63425
H: -3.12181 2.47726 -4.80572
C: -1.23898 -3.91186 2.47925
C: -1.28090 -4.91042 1.51954
C: 3.46476 4.20031 -2.92277
H: 0.36451 -1.95571 -3.48422
S: 0.21652 1.69065 2.31668
S: -2.43999 0.36875 0.41699
H: 2.33617 -2.34559 1.52069
H: 2.41801 3.78742 5.18212
C: 2.03478 -4.12529 -1.26095
N: -3.66112 0.18487 2.81354
C: 4.20569 -0.10086 1.33752
N: 2.29384 0.82851 0.43014
H: -5.49508 -3.38972 3.89376
C: 1.83438 3.20225 4.47353
C: 0.70417 -3.36965 -1.29839
H: 0.53295 -0.94626 4.99871
H: 5.37841 1.74677 1.13070
H: 2.56957 -4.00803 -2.20325
N: -3.72747 -1.68133 1.48552
C: 3.25646 1.73082 0.45313
H: -1.74350 -5.86308 1.74318
C: 5.18191 2.55701 -2.58824
H: -2.44530 1.86465 2.65535
H: -1.84220 4.05780 -3.34268
C: -0.65964 -2.67572 2.21732
N: -1.13848 1.17413 -1.75229
H: -2.45606 1.14637 5.04934
H: -5.30879 -3.00145 1.45905
C: -3.26880 1.75260 4.64619
H: -1.80991 -0.70727 -2.26627
C: -0.46323 -0.34957 -6.33186
H: -5.62857 -1.50896 2.30695
C: -0.64279 -1.64211 3.31831
C: 2.84592 1.89464 -2.47973
H: -0.71113 -5.47652 -0.46584
S: 1.83753 4.18482 2.96281
C: 0.68575 1.13196 -4.82400
C: 0.27078 -1.13492 -4.18247
H: 0.00182 1.69725 -6.77509
C: 0.62352 -1.65411 4.17437
H: 3.11588 2.73081 0.07365
H: -0.39345 4.42548 -1.27623
H: 6.22926 2.28869 -2.53779
C: -0.34619 -1.37365 -5.40201
C: 2.49882 3.21998 -2.75415
C: -1.82870 0.33879 -2.53643
H: -3.06921 2.79532 4.88726
H: -3.37819 -2.11530 0.64589
H: 3.17010 5.22063 -3.13135
C: 0.05898 0.90317 -6.04121
C: -0.70442 -4.69195 0.28168
H: 1.12093 2.10726 -4.64143
N: 0.92169 3.64579 0.62804
Ta: 0.06588 0.57681 0.08935

Atomic partial charges in e from the Mulliken method, atoms 1 to 99: atom 1 (C): -1.50, atom 2 (N): 1.79, atom 3 (H): 0.87, atom 4 (C): -0.97, atom 5 (C): -0.80, atom 6 (H): 0.63, atom 7 (C): -0.53, atom 8 (H): 0.32, atom 9 (H): -1.28, atom 10 (H): 0.24, atom 11 (H): -0.46, atom 12 (H): -1.04, atom 13 (H): 0.41, atom 14 (C): -0.87, atom 15 (Si): 1.07, atom 16 (H): 0.26, atom 17 (H): 0.19, atom 18 (H): 0.17, atom 19 (C): -0.67, atom 20 (H): 0.38, atom 21 (H): 0.31, atom 22 (C): 0.28, atom 23 (H): 0.49, atom 24 (H): 0.53, atom 25 (C): -0.17, atom 26 (C): -0.68, atom 27 (C): 0.66, atom 28 (C): 0.42, atom 29 (C): -0.85, atom 30 (H): 0.24, atom 31 (C): -0.97, atom 32 (H): 0.43, atom 33 (H): 0.38, atom 34 (N): 1.22, atom 35 (C): 0.22, atom 36 (H): 0.45, atom 37 (C): 0.00, atom 38 (H): 0.43, atom 39 (C): -1.12, atom 40 (H): 0.26, atom 41 (H): 0.27, atom 42 (H): 0.82, atom 43 (C): 0.98, atom 44 (C): 0.02, atom 45 (H): 0.45, atom 46 (H): 0.47, atom 47 (C): -0.86, atom 48 (C): -1.48, atom 49 (C): -1.07, atom 50 (H): 0.41, atom 51 (S): -0.58, atom 52 (S): -0.41, atom 53 (H): 0.93, atom 54 (H): 0.42, atom 55 (C): -1.41, atom 56 (N): 0.15, atom 57 (C): -1.45, atom 58 (N): 1.51, atom 59 (H): 0.42, atom 60 (C): -0.76, atom 61 (C): 0.47, atom 62 (H): 0.46, atom 63 (H): 0.60, atom 64 (H): 0.44, atom 65 (N): 0.17, atom 66 (C): -0.76, atom 67 (H): 0.48, atom 68 (C): -0.79, atom 69 (H): -0.25, atom 70 (H): 0.61, atom 71 (C): 0.10, atom 72 (N): 0.65, atom 73 (H): 0.30, atom 74 (H): 0.48, atom 75 (C): -1.44, atom 76 (H): 0.50, atom 77 (C): -0.56, atom 78 (H): 0.37, atom 79 (C): 0.75, atom 80 (C): 0.38, atom 81 (H): 0.56, atom 82 (S): 0.05, atom 83 (C): -0.42, atom 84 (C): -0.37, atom 85 (H): 0.47, atom 86 (C): -1.37, atom 87 (H): 0.67, atom 88 (H): 0.48, atom 89 (H): 0.49, atom 90 (C): -0.73, atom 91 (C): 0.39, atom 92 (C): 0.03, atom 93 (H): 0.41, atom 94 (H): 0.25, atom 95 (H): 0.49, atom 96 (C): -0.87, atom 97 (C): -0.56, atom 98 (H): 0.37, atom 99 (N): -2.08